Entry 1:
{"formula": "C23H30N2O2", "method": "ωB97M-V/def2-TZVPD", "species": ["C", "H", "H", "H", "C", "C", "C", "C", "C", "C", "C", "H", "H", "O", "C", "C", "C", "C", "O", "N", "C", "C", "C", "C", "C", "C", "H", "H", "N", "C", "H", "C", "C", "C", "C", "H", "H", "H", "H", "H", "H", "H", "H", "H", "H", "H", "H", "H", "H", "H", "H", "H", "H", "H", "H", "H", "H"], "positions_angstrom": [[8.83552, 2.43707, -1.80727], [9.45307, 2.71239, -2.65935], [8.94378, 3.19869, -1.03828], [9.19765, 1.49330, -1.40563], [7.36916, 2.30856, -2.22465], [6.51646, 1.93051, -1.04697], [5.96749, 2.90490, -0.22097], [5.22006, 2.55889, 0.88403], [4.99975, 1.21799, 1.20136], [5.54503, 0.23725, 0.38197], [6.29451, 0.60113, -0.72418], [6.71028, -0.17541, -1.35071], [5.39896, -0.81146, 0.58794], [4.26239, 0.99926, 2.32991], [3.91786, -0.31931, 2.69831], [2.77130, -0.89146, 1.86331], [1.50717, -0.05086, 2.01057], [0.37538, -0.59765, 1.14802], [0.49607, -1.57069, 0.43700], [-0.76537, 0.13123, 1.28401], [-2.01540, -0.05637, 0.67469], [-3.05076, 0.80947, 1.01718], [-4.30208, 0.67460, 0.45842], [-4.58474, -0.34146, -0.46439], [-3.52977, -1.19502, -0.80575], [-2.27184, -1.05704, -0.25354], [-1.48443, -1.73573, -0.53438], [-3.67765, -1.99680, -1.51077], [-5.83791, -0.41599, -1.05367], [-6.08364, -1.32808, -2.14916], [-5.20062, -1.37904, -2.78647], [-6.50747, -2.71858, -1.66472], [-7.75349, -2.58849, -0.79198], [-7.49141, -1.59169, 0.33398], [-7.02923, -0.24972, -0.24728], [-6.84504, 0.45606, 0.56041], [-7.81730, 0.16223, -0.88823], [-8.39419, -1.44297, 0.92884], [-6.70813, -1.97804, 0.99065], [-8.02978, -3.56069, -0.37891], [-8.58831, -2.23333, -1.40195], [-6.70645, -3.36457, -2.52143], [-5.70034, -3.16325, -1.07946], [-6.89813, -0.89862, -2.74552], [-5.06460, 1.38751, 0.73132], [-2.86992, 1.60709, 1.72573], [-0.72881, 0.92147, 1.91336], [1.71913, 0.97895, 1.71141], [1.18363, -0.03992, 3.05512], [3.04913, -0.92021, 0.80901], [2.57209, -1.91461, 2.18412], [4.79355, -0.97808, 2.65411], [3.60676, -0.23498, 3.74450], [4.79395, 3.31351, 1.52699], [6.12574, 3.94929, -0.44945], [7.02840, 3.26034, -2.63746], [7.28253, 1.54845, -3.00376]], "lowdin_charge": [-0.098, 0.066, 0.073, 0.073, -0.219, -0.262, -0.038, -0.003, -0.268, -0.018, -0.036, 0.115, 0.105, -0.056, -0.200, -0.165, -0.106, -0.463, 0.076, 0.116, -0.231, -0.031, -0.023, -0.231, -0.015, -0.007, 0.100, 0.099, -0.110, -0.178, 0.115, -0.180, -0.209, -0.175, -0.170, 0.103, 0.125, 0.109, 0.117, 0.107, 0.111, 0.110, 0.108, 0.124, 0.103, 0.109, 0.140, 0.128, 0.127, 0.112, 0.126, 0.121, 0.129, 0.116, 0.114, 0.107, 0.107], "total_charge": 0, "energy_ev": -31413.86398}

Entry 2:
{"formula": "C24H19AlF6N5O4S3", "method": "ωB97M-V/def2-TZVPD", "species": ["Al", "C", "C", "C", "C", "C", "C", "N", "C", "C", "C", "C", "C", "N", "C", "C", "C", "C", "C", "C", "N", "H", "H", "H", "H", "H", "H", "H", "H", "H", "H", "H", "H", "H", "H", "H", "S", "C", "C", "C", "C", "C", "N", "H", "H", "H", "H", "F", "C", "F", "F", "S", "O", "O", "N", "S", "O", "O", "C", "F", "F", "F"], "positions_angstrom": [[-0.07251, -0.27065, -0.34456], [-1.08132, -2.74660, -2.90166], [-2.08520, -1.69997, -2.52780], [-3.16305, -1.43887, -3.37692], [-4.11572, -0.51456, -3.01289], [-4.01121, 0.10889, -1.77444], [-2.92527, -0.19212, -0.98898], [-1.95106, -1.05254, -1.37015], [-2.74895, 0.31360, 0.39210], [-3.71844, 0.84678, 1.21686], [-3.41634, 0.99788, 2.56665], [-2.21935, 0.52361, 3.07883], [-1.29697, 0.00526, 2.18681], [-1.54783, 0.01635, 0.88490], [-0.06781, -0.75497, 2.50338], [0.47465, -0.80807, 3.76518], [1.55856, -1.64664, 3.98151], [2.03576, -2.40197, 2.93196], [1.46456, -2.27269, 1.66873], [2.02466, -3.03076, 0.51132], [0.43125, -1.45255, 1.45317], [-1.59596, -3.62726, -3.28524], [-0.48740, -3.04251, -2.03987], [-0.41272, -2.38771, -3.68581], [-3.23842, -1.97711, -4.31180], [-4.94568, -0.29175, -3.66957], [-4.75253, 0.82044, -1.44128], [-4.69725, 1.10111, 0.83843], [-4.15127, 1.42761, 3.23369], [-2.02021, 0.54672, 4.13932], [0.07171, -0.19348, 4.55628], [2.01528, -1.71128, 4.95974], [2.86393, -3.08363, 3.06599], [2.49248, -3.95548, 0.84263], [2.79087, -2.42932, 0.01842], [1.23867, -3.27679, -0.20296], [-0.42073, 1.54049, -1.81851], [0.67071, 0.49888, -2.64828], [1.25211, 0.77382, -3.89432], [2.15617, -0.11061, -4.42084], [2.47926, -1.27856, -3.71725], [1.87473, -1.50392, -2.51272], [0.98150, -0.64319, -1.97843], [0.98827, 1.69177, -4.39856], [2.62324, 0.09453, -5.37516], [3.18930, -1.99328, -4.10553], [2.08094, -2.40018, -1.95295], [4.38848, 2.48195, 1.55188], [3.49409, 1.50990, 1.56486], [4.08092, 0.35773, 1.23107], [2.98143, 1.39042, 2.78291], [2.17789, 1.87899, 0.32442], [1.35445, 0.64150, 0.50943], [2.86603, 1.99259, -0.91398], [1.44572, 3.14625, 0.76987], [0.16302, 3.16436, 1.72144], [0.30974, 2.36168, 2.90620], [-1.05386, 3.04025, 0.97303], [0.28242, 4.91702, 2.27452], [0.22708, 5.74219, 1.24264], [-0.74746, 5.15221, 3.08344], [1.41462, 5.10427, 2.93886]], "lowdin_charge": [0.035, -0.007, -0.272, 0.009, -0.007, 0.018, -0.221, 0.117, -0.166, 0.045, 0.015, 0.037, -0.170, 0.105, -0.173, 0.024, 0.001, 0.012, -0.268, -0.007, 0.143, 0.098, 0.068, 0.090, 0.128, 0.125, 0.124, 0.126, 0.129, 0.130, 0.128, 0.128, 0.128, 0.098, 0.092, 0.074, 0.905, -0.653, -0.050, -0.025, -0.039, -0.114, 0.017, 0.120, 0.122, 0.115, 0.093, 0.174, -0.669, 0.145, 0.155, 0.658, -0.278, -0.218, -0.258, 0.627, -0.268, -0.278, -0.693, 0.167, 0.151, 0.159], "total_charge": 1, "energy_ev": -96244.31406}

Q: Which HOMO-LUMO gap values were calculated for the entries above? A: 7.957, 7.162, in eV.
Q: Which relative energy (zero: lowest compared OMol25 entry of this formula, charge and spin) values were calculated for the entries above? A: 27.8, 23.4, in kcal/mol.